[1]
Here is a cluster of 4 separate species, C32H77N11O4P3 in total at a distorted geometry from OMol25. Energies are from ωB97M-V/def2-TZVPD.

Geometry as XYZ:
```
127
Properties=species:S:1:pos:R:3:forces:R:3
C -3.7024 7.0180 -1.9570 -0.2 0.1 0.6
C -3.1740 8.0853 -0.8073 0.6 -0.5 -0.2
C -1.5246 7.9799 -0.5697 -0.7 0.9 0.4
C -1.1503 7.6735 1.0289 0.8 0.1 -1.5
C -0.9281 6.0548 1.1683 0.6 0.1 -0.6
C -2.2926 5.1552 1.0352 -0.4 0.9 0.7
C -2.1949 3.6618 1.7343 -0.8 1.5 1.2
N -1.7576 2.5653 0.7339 2.6 1.7 0.2
C -0.4098 2.7036 0.1970 0.2 -2.3 -1.8
C 0.2333 1.6717 -0.8596 -5.7 -1.4 2.0
C -0.8309 0.4765 -1.1506 0.4 4.2 2.7
C -2.2036 0.6139 -0.3582 -0.5 -1.3 -0.3
C -3.2918 -0.6366 -0.6060 0.4 1.2 -2.7
C -3.5965 -0.6321 -2.3631 -0.4 -3.7 -0.6
C -4.2882 -2.1077 -2.9620 5.6 2.2 -2.1
O -2.7326 -1.6304 -3.2004 -2.6 3.6 2.7
N -2.7057 1.6326 0.5534 4.7 -2.6 -4.0
H -3.9774 7.5449 -2.9693 0.7 -1.1 2.0
H -2.8885 6.1755 -2.1120 -1.6 1.8 0.1
H -4.6666 6.4961 -1.5449 1.7 1.0 -0.9
H -3.6722 7.8022 0.2138 0.8 0.7 -2.0
H -3.4436 9.1992 -1.0973 0.4 -2.4 0.7
H -1.0981 9.0210 -0.9206 -0.6 -2.2 0.9
H -1.0328 7.1449 -1.2268 -1.0 1.6 1.2
H -0.1153 8.2273 1.2211 -2.2 -1.4 -0.2
H -1.9431 8.1284 1.7589 1.4 -1.1 -1.4
H -0.3129 5.8725 2.1522 -1.5 0.0 -1.7
H -0.2280 5.7327 0.2564 -1.3 0.8 2.0
H -2.6897 5.1087 -0.0892 1.0 -0.1 2.5
H -3.1398 5.7504 1.6274 1.8 -1.5 -1.2
H -3.2805 3.4433 2.1776 2.5 -0.2 -1.4
H -1.4706 3.6432 2.6833 -1.4 0.1 -2.4
H 0.2651 3.6130 0.5392 -2.0 -2.0 -0.5
H 1.2984 1.7514 -1.3270 -2.3 -0.1 1.1
H -0.6300 -0.4195 -1.8726 -0.5 1.8 1.5
H -4.3284 -0.4354 -0.1001 2.3 -0.4 -0.8
H -2.8275 -1.6876 -0.3850 -0.9 2.2 -0.3
H -3.9829 0.4431 -2.8815 1.3 -3.3 1.4
H -4.4695 -1.9763 -4.1241 -1.0 -0.7 2.8
H -3.8685 -3.1294 -2.5756 -2.3 1.9 -0.1
O 3.0512 -4.1123 -2.8665 -3.9 -0.5 -2.0
P 2.9234 -2.7743 -3.6351 6.8 2.0 2.8
N 4.3096 -3.0674 -4.5272 1.6 -0.3 -1.5
C 5.6627 -2.5677 -4.4179 0.2 0.1 0.4
C 4.2006 -4.0578 -5.5881 -0.5 -0.3 -0.1
N 3.1226 -1.8712 -2.1762 -1.4 0.0 2.1
C 4.2488 -1.0476 -1.7838 0.1 0.7 -0.4
C 2.6357 -2.5427 -0.9478 -0.1 -0.4 -0.3
N 2.7765 -1.2362 -4.5188 -3.6 -0.5 0.6
C 3.7690 -0.3207 -5.0423 0.6 -0.6 -1.3
C 1.5274 -0.5394 -4.1964 -0.2 -0.2 -0.2
H 5.9982 -2.1683 -5.3800 0.0 0.0 -0.1
H 6.3608 -3.3614 -4.1185 -0.1 0.1 -0.1
H 5.7806 -1.7556 -3.7053 -0.2 -0.1 0.0
H 3.6910 -3.6242 -6.4544 0.0 -0.1 -0.2
H 3.6273 -4.9307 -5.2604 0.0 0.1 0.0
H 5.1734 -4.4377 -5.9274 -0.1 0.3 0.3
H 5.1897 -1.6011 -1.7919 0.1 0.0 0.0
H 4.1409 -0.6626 -0.7635 -0.3 -0.3 -0.1
H 4.3203 -0.1433 -2.3844 0.3 -0.1 -0.3
H 3.3812 -3.2603 -0.5573 -0.4 0.2 -0.1
H 1.6949 -3.0735 -1.1316 0.4 -0.1 0.0
H 2.4153 -1.8184 -0.1568 0.2 0.3 -0.2
H 4.5322 -0.0237 -4.3308 0.1 -0.1 0.2
H 3.3197 0.6127 -5.3992 -0.4 -0.3 0.1
H 4.2615 -0.7487 -5.9204 0.1 0.1 0.2
H 1.6231 0.0586 -3.2847 0.0 0.2 0.1
H 0.7169 -1.2621 -4.0481 0.1 0.1 0.1
H 1.2055 0.1158 -5.0129 0.1 -0.1 0.0
O -5.8033 2.6938 4.3257 1.0 -3.6 2.2
P -7.1498 1.9498 4.1509 -3.0 5.8 -4.1
N -6.9504 1.8219 2.4935 0.4 -0.6 -2.7
C -7.5180 2.5564 1.3840 -0.2 0.3 0.1
C -5.9800 0.8407 2.0310 0.1 -0.2 0.4
N -8.0287 3.3247 4.7174 0.4 1.1 2.0
C -8.9013 4.1995 3.9598 -0.9 -0.4 -0.1
C -7.3049 4.1794 5.6881 0.4 -0.3 0.0
N -8.6979 1.0945 3.9499 1.0 -1.0 3.3
C -9.6759 1.0988 2.8820 0.6 -0.9 -1.2
C -9.3204 0.7835 5.2404 0.0 -0.2 0.4
H -7.9563 1.8659 0.6568 0.0 0.0 -0.1
H -6.7555 3.1546 0.8666 0.0 0.0 0.0
H -8.3188 3.2360 1.6638 0.1 -0.1 0.2
H -6.4059 -0.1658 2.0940 0.1 -0.2 -0.1
H -5.0710 0.8621 2.6401 0.0 0.0 0.0
H -5.6596 1.0043 0.9935 -0.3 0.2 0.2
H -8.3983 4.6407 3.0972 0.0 0.0 -0.2
H -9.2568 5.0453 4.5593 0.3 -0.3 0.2
H -9.8216 3.7001 3.6645 0.0 -0.1 -0.4
H -6.6187 4.8798 5.1765 -0.1 -0.2 0.2
H -6.7296 3.5745 6.3981 0.0 0.2 -0.4
H -7.9983 4.7682 6.2975 -0.2 -0.1 -0.3
H -9.9963 2.0854 2.5644 0.2 0.2 0.0
H -10.5923 0.5672 3.1614 0.4 0.0 0.4
H -9.2945 0.5607 2.0091 -0.1 0.2 -0.1
H -9.9018 1.6289 5.6217 0.0 0.0 0.0
H -8.5530 0.5339 5.9819 -0.1 0.1 -0.1
H -9.9762 -0.0913 5.1746 0.1 0.1 -0.1
O 8.1308 -6.4227 -1.3399 3.5 2.4 -0.9
P 8.1519 -5.4559 -0.1308 -6.3 -3.5 2.8
N 8.3846 -6.7046 0.9599 0.7 -1.6 1.8
C 7.4863 -7.3893 1.8637 -0.4 0.0 -0.1
C 9.7152 -7.2932 0.9974 0.3 0.2 -0.4
N 6.5162 -4.9863 -0.4269 -0.9 0.9 -1.9
C 5.3446 -5.2823 0.3732 0.0 0.5 0.7
C 6.0907 -5.0444 -1.8456 0.4 -0.2 -0.1
N 8.1762 -4.3443 1.2592 1.4 2.2 -2.4
C 7.7262 -4.4937 2.6275 1.0 -0.9 0.7
C 8.1355 -2.9411 0.8359 0.2 0.2 -0.1
H 7.8985 -7.3929 2.8775 0.1 -0.1 0.1
H 7.3282 -8.4327 1.5584 0.0 0.1 0.0
H 6.5046 -6.9305 1.9472 0.1 0.1 -0.2
H 10.3994 -6.6379 1.5459 0.2 0.0 0.1
H 10.1169 -7.4336 -0.0109 -0.1 0.0 0.0
H 9.7388 -8.2799 1.4786 -0.3 0.3 -0.1
H 5.2073 -6.3545 0.5261 0.0 -0.1 0.1
H 4.4221 -4.9310 -0.1028 0.4 0.0 -0.3
H 5.3537 -4.7487 1.3212 0.1 -0.2 0.3
H 5.8062 -6.0717 -2.1402 0.1 0.3 0.0
H 6.8846 -4.6910 -2.5131 -0.1 -0.4 0.2
H 5.2345 -4.3882 -2.0334 0.0 -0.1 0.4
H 6.7105 -4.8597 2.7335 -0.1 -0.2 -0.1
H 7.7567 -3.5459 3.1762 0.2 0.1 -0.5
H 8.3942 -5.1601 3.1813 -0.2 -0.1 0.0
H 7.1098 -2.6038 0.6561 -0.1 0.1 0.0
H 8.7069 -2.8070 -0.0896 -0.2 0.0 0.1
H 8.5969 -2.2799 1.5771 0.0 -0.1 0.0
```
Positions in Å, forces in eV/Å.

* charge: +1
* frontier orbital gap: 4.04 eV
* DFT total energy: -3191.652529 Ha
* lowest unoccupied orbital energy: -4.9 eV

Atom charges from the Löwdin analysis, given in e for atoms 1 to 5: number 1, C, carries -0.15; number 2, C, carries -0.24; number 3, C, carries -0.21; number 4, C, carries -0.20; number 5, C, carries -0.24


[2]
Here is the ion C2H5N2O2S2 with charge +1 at a distorted geometry from OMol25. Energies are from ωB97M-V/def2-TZVPD.

Geometry as XYZ:
```
13
Properties=species:S:1:pos:R:3:forces:R:3
C 0.9870 0.4658 0.4801 -2.2 -1.0 -1.3
C -1.8362 -0.9592 0.7370 -3.4 -3.9 -0.3
N -0.0274 0.5458 1.3317 -0.5 -0.5 0.2
N -0.7370 -1.2735 -1.2058 2.3 2.9 1.8
O -1.4106 0.1498 1.1642 2.4 3.5 -0.2
O -1.6899 -1.5784 -0.3456 0.1 -0.3 -0.8
S 3.5630 1.0740 -0.7858 -0.5 0.4 -0.9
S 2.3567 1.3750 0.8198 0.2 0.3 0.4
H -2.7985 -1.2287 1.1798 0.5 -0.1 0.3
H 0.7601 -0.1758 -0.5577 0.0 1.1 2.4
H -0.2019 1.0043 2.2372 1.5 0.2 -0.6
H -0.8074 -1.8083 -2.0048 -1.0 -2.0 -1.7
H 4.5210 0.5116 -0.0920 0.6 -0.5 0.5
```
Positions in Å, forces in eV/Å.

* charge: +1
* frontier orbital gap (alpha / beta): 7.56 / 6.99 eV
* DFT total energy: -1135.041977 Ha
* lowest unoccupied orbital energy (alpha / beta): -5.1 / -5.1 eV
* ΔE to the lowest compared entry with this formula, charge and spin: 476.4 kJ/mol

Atom charges from the Löwdin analysis, given in e for atoms 1 to 5: number 1, C, carries -0.45; number 2, C, carries -0.23; number 3, N, carries 0.04; number 4, N, carries 0.04; number 5, O, carries 0.08